(1)
The following is a DFT calculation (the ωB97M-V functional and the def2-TZVPD basis) of C17H24N2O5S2 in the gas phase at a distorted geometry.

## Properties
**Energy above the lowest of the compared OMol25 structures with the same formula, charge and spin**: 3.5 kJ/mol
**Electronic energy**: -1944.31505 a.u.
**HOMO energy**: -8.783 eV
**LUMO level**: 0.37 eV
**Gap between HOMO and LUMO**: 9.1580 eV

Each line ends with the Mulliken charge.
Positions of all 50 atoms, in Å:
1 C 7.903298 -2.870625 0.651351  -1.2075
2 C 7.383037 -1.456933 0.821186  -0.1966
3 H 8.135096 -0.713283 0.536125  0.3055
4 H 7.084743 -1.262162 1.857036  0.3000
5 O 6.234923 -1.293617 -0.022003  -0.2887
6 C 5.718340 -0.071853 -0.089660  0.6241
7 O 6.152029 0.886879 0.488097  -0.5756
8 C 4.496725 -0.076261 -0.990368  -0.5246
9 H 3.692516 -0.635664 -0.509199  0.2491
10 H 4.739035 -0.551516 -1.939843  0.4568
11 S 3.921886 1.601926 -1.363950  -0.1589
12 C 3.290050 2.080183 0.276275  -0.9597
13 C 2.093973 1.238804 0.691425  0.5573
14 O 2.032028 0.697492 1.770322  -0.6286
15 N 1.141313 1.182620 -0.280504  -0.0321
16 C -0.084378 0.520113 -0.275655  0.6533
17 C -0.537004 -0.216826 0.818393  -0.4454
18 C -1.767553 -0.845634 0.756761  -0.6717
19 C -2.544198 -0.737654 -0.380638  -0.0153
20 C -2.099425 -0.022073 -1.476802  -0.6910
21 C -0.870994 0.606806 -1.426867  -0.7118
22 H -0.511224 1.164969 -2.279334  0.3614
23 H -2.716443 0.016466 -2.360420  0.4912
24 S -4.158818 -1.521986 -0.437173  1.2893
25 O -4.141224 -2.632763 0.468133  -0.7406
26 O -4.487373 -1.742727 -1.815336  -0.7404
27 N -5.263026 -0.437895 0.151581  0.1177
28 C -5.300326 -0.197211 1.572804  -0.9135
29 C -4.504407 1.046520 1.975071  -0.1603
30 C -4.980479 2.248070 1.161095  -0.8850
31 C -4.839800 1.946973 -0.329735  -0.1709
32 C -5.630753 0.683474 -0.676360  -0.9264
33 H -5.467449 0.374797 -1.708985  0.3819
34 H -6.701487 0.872544 -0.533817  0.3763
35 H -3.785057 1.800510 -0.572114  0.0683
36 H -5.214982 2.781233 -0.924399  0.3875
37 H -4.398566 3.133811 1.422885  0.3966
38 H -6.028638 2.451541 1.392613  0.3342
39 H -3.441046 0.881608 1.789833  0.0591
40 H -4.640381 1.231050 3.041632  0.3949
41 H -4.912786 -1.096766 2.051041  0.3749
42 H -6.349339 -0.070245 1.866172  0.3725
43 H -2.130116 -1.439005 1.581093  0.5021
44 H 0.075991 -0.293525 1.700836  0.5465
45 H 1.377285 1.648856 -1.149874  0.1922
46 H 4.094545 1.986648 1.004016  0.4137
47 H 3.001673 3.128008 0.187257  0.4281
48 H 8.189251 -3.044298 -0.382435  0.3121
49 H 8.769766 -3.017061 1.289317  0.3837
50 H 7.134389 -3.587824 0.924849  0.3142

Cartesian forces (eV/Å) of the 6 atoms listed first:
-0.3 0.3 -0.1
0.4 0.0 0.3
-0.1 -0.1 0.1
0.0 0.0 -0.2
0.0 -0.4 -0.2
-0.2 0.1 -0.1



(2)
The following is a DFT calculation (the ωB97M-V functional and the def2-TZVPD basis) of C17H24N4OS in the gas phase.

## Properties
**Energy above the lowest of the compared OMol25 structures with the same formula, charge and spin**: 66.6 kJ/mol
**Electronic energy**: -1354.65271 a.u.
**HOMO energy**: -8.142 eV
**LUMO level**: 0.54 eV
**Gap between HOMO and LUMO**: 8.6872 eV

Each line ends with the Mulliken charge.
Positions of all 47 atoms, in Å:
1 C -2.726610 -1.505238 1.698471  -0.3200
2 N -3.916717 -1.109755 1.305183  -0.6565
3 C -3.913988 -0.022273 0.541497  0.0707
4 C -2.759786 0.679466 0.163928  0.7873
5 C -1.542229 0.145588 0.660463  0.5784
6 N -1.558231 -0.950395 1.421476  -0.5275
7 N -0.362321 0.724100 0.379059  0.0386
8 H -0.372051 1.543163 -0.205756  0.2806
9 C 0.910184 0.230364 0.828726  -1.2827
10 H 1.433621 1.064208 1.308360  0.5136
11 H 0.695823 -0.525272 1.585491  0.1417
12 C 1.846387 -0.372789 -0.268093  1.9801
13 N 3.238785 0.078282 -0.075071  0.1068
14 C 3.524268 1.484604 -0.311128  -0.3833
15 H 3.087780 1.814771 -1.250713  0.3657
16 C 5.041546 1.668948 -0.407859  -0.9058
17 O 5.689125 1.270606 0.774272  -0.3977
18 C 5.382344 -0.072962 1.057289  -0.8616
19 H 5.882794 -0.311952 1.997116  0.3968
20 C 3.872362 -0.292487 1.181651  -0.3677
21 H 3.700559 -1.342972 1.400288  0.3526
22 H 3.501055 0.311692 2.027082  0.2890
23 H 5.772817 -0.720360 0.257664  0.3740
24 H 5.290479 2.721225 -0.557039  0.3946
25 H 5.417656 1.078540 -1.257167  0.3896
26 H 3.150503 2.131449 0.503013  0.2812
27 C 1.857897 -1.912095 -0.184718  -1.5813
28 C 0.584732 -2.567233 -0.707152  -0.4905
29 C 0.364540 -2.207252 -2.167935  -0.9417
30 C 0.223072 -0.697700 -2.283530  -0.2909
31 C 1.438177 0.027489 -1.702584  -1.8612
32 H 1.248387 1.101242 -1.757027  0.5174
33 H 2.300919 -0.190675 -2.336146  0.4932
34 H -0.690262 -0.392769 -1.772980  -0.0415
35 H 0.123415 -0.407609 -3.332685  0.4247
36 H -0.533456 -2.695693 -2.550534  0.4266
37 H 1.215449 -2.547404 -2.762595  0.3559
38 H -0.267650 -2.241307 -0.109261  0.0366
39 H 0.675037 -3.649469 -0.595316  0.4481
40 H 2.710826 -2.265521 -0.768205  0.4489
41 H 1.996675 -2.227720 0.849341  0.5414
42 C -3.057367 1.798950 -0.660439  -0.9463
43 C -4.383757 1.926162 -0.886360  -0.2672
44 S -5.345401 0.704975 -0.118791  -0.1895
45 H -4.879606 2.676920 -1.469546  0.4823
46 H -2.322018 2.473046 -1.063969  0.3775
47 H -2.694037 -2.391282 2.318356  0.4192

Cartesian forces (eV/Å) of the 6 atoms listed first:
-0.4 -0.1 0.0
-0.5 -0.4 0.2
0.5 0.3 -0.2
-0.3 -0.6 0.3
-0.5 -0.1 0.1
0.6 0.4 -0.1



(3)
The following is a DFT calculation (the ωB97M-V functional and the def2-TZVPD basis) of a molecular structure, C17H25AlNO7S2Te.

## Properties
**Energy above the lowest of the compared OMol25 structures with the same formula, charge and spin**: 59.1 kJ/mol
**Electronic energy**: -2550.96251 a.u.
**HOMO energy**: -11.886 eV
**Total charge**: +1
**LUMO level**: -2.58 eV
**Gap between HOMO and LUMO**: 9.3104 eV

Each line ends with the Mulliken charge.
Positions of all 54 atoms, in Å:
1 Al 2.071002 0.173118 -0.395073  1.0839
2 C 0.925902 -0.241976 2.411915  -1.0848
3 O 1.699814 0.568918 1.507052  0.0111
4 C 1.618569 1.975892 1.861990  -0.3008
5 C 2.102766 2.748372 0.657497  -1.0630
6 O 1.534119 2.073462 -0.475164  -0.3818
7 C 0.613999 2.783315 -1.328098  -0.7649
8 C -0.578884 3.321800 -0.582097  -0.6596
9 O -1.200547 2.286606 0.144684  -0.0190
10 C -2.358881 2.743740 0.827479  -0.9646
11 H 1.338025 -0.127452 3.413709  0.3763
12 H -0.110934 0.092805 2.380410  0.2680
13 H 1.007052 -1.272774 2.085172  0.3909
14 H 0.572184 2.189428 2.081139  0.2186
15 H 2.240950 2.145361 2.741499  0.4266
16 H 1.769376 3.782917 0.696299  0.6118
17 H 3.184202 2.711785 0.539176  0.4484
18 H 1.158324 3.599845 -1.808046  0.3488
19 H 0.337518 2.061084 -2.094642  0.3905
20 H -0.294033 4.139793 0.093339  0.4655
21 H -1.259116 3.754141 -1.328420  0.4837
22 H -3.103892 3.127255 0.124600  0.3288
23 H -2.778121 1.895542 1.364239  0.2758
24 H -2.108887 3.535068 1.541370  0.3494
25 S 3.897327 -3.838790 -0.497408  -0.0867
26 C 4.263004 -3.067925 0.984445  -0.2866
27 C 3.497274 -1.967890 1.136466  -0.8771
28 N 2.622142 -1.734450 0.089883  0.6525
29 C 2.778875 -2.639313 -0.853535  -0.1415
30 H 5.014425 -3.447686 1.653989  0.4520
31 H 3.551207 -1.274919 1.959187  0.3922
32 H 2.261016 -2.597074 -1.799965  0.3072
33 O 4.761101 -0.756340 -2.179851  -0.6083
34 S 3.970006 0.417568 -1.956529  1.2383
35 O 2.445383 0.057360 -2.162952  -0.4023
36 O 3.823590 0.669452 -0.413442  -0.4770
37 O 4.300520 1.622846 -2.642736  -0.6401
38 C -1.363007 -2.091304 0.406078  -0.8804
39 Te -0.340178 -1.141728 -1.199111  0.0875
40 C -2.230785 -0.263220 -1.598266  -0.5407
41 C -3.209089 -1.281704 -1.063389  0.4553
42 C -4.520435 -1.327205 -1.521509  -0.7792
43 C -5.401940 -2.269021 -1.015427  -0.5935
44 C -4.976344 -3.172264 -0.051723  -0.5897
45 C -3.669742 -3.131483 0.407732  -0.7730
46 C -2.783725 -2.186371 -0.094595  0.5377
47 H -1.296193 -1.466628 1.295406  0.3012
48 H -0.910465 -3.058152 0.613507  0.6377
49 H -2.315214 -0.126033 -2.674195  0.6220
50 H -2.285118 0.702326 -1.102797  -0.0081
51 H -4.849986 -0.634656 -2.285056  0.4723
52 H -6.417987 -2.306791 -1.382587  0.4170
53 H -5.659716 -3.915795 0.334134  0.4155
54 H -3.336468 -3.840845 1.154193  0.4559

Cartesian forces (eV/Å) of the 6 atoms listed first:
0.0 0.0 0.0
0.1 0.1 -0.1
0.0 0.0 0.0
0.1 -0.1 0.0
0.0 0.1 -0.1
-0.1 -0.2 0.1



(4)
The following is a DFT calculation (the ωB97M-V functional and the def2-TZVPD basis) of a molecular structure, C17H25ClN2Re at a distorted geometry.

## Properties
**Energy above the lowest of the compared OMol25 structures with the same formula, charge and spin**: 0.0 kJ/mol
**Electronic energy**: -1310.04259 a.u.
**HOMO energy (alpha / beta)**: -13.077 / -15.231 eV
**Multiplicity**: 4
**Total charge**: +2
**LUMO level (alpha / beta)**: -6.16 / -9.44 eV
**Gap between HOMO and LUMO (alpha / beta)**: 6.9188 / 5.7931 eV

Each line ends with the Mulliken spin population.
Positions of all 46 atoms, in Å:
1 C 2.485572 -0.987771 -4.925090  0.0003
2 C 1.520951 -0.600434 -6.053250  0.0000
3 C 3.769543 -0.155080 -5.030708  0.0001
4 C 2.822053 -2.481232 -5.022888  0.0000
5 Cl 1.675998 -0.650473 -3.276888  -0.0011
6 H 4.264670 -0.340678 -5.990278  0.0000
7 H 4.487300 -0.415432 -4.238698  0.0000
8 H 3.557739 0.923188 -4.977695  0.0000
9 H 1.983422 -0.789087 -7.028821  0.0000
10 H 1.262628 0.468287 -6.017762  0.0000
11 H 0.593834 -1.191534 -6.014583  0.0000
12 H 3.305892 -2.699572 -5.981486  0.0000
13 H 1.916619 -3.103807 -4.967412  0.0000
14 H 3.517007 -2.793431 -4.229383  0.0000
15 C -1.346140 2.388348 1.139382  0.1345
16 C 0.093019 2.385462 1.077305  0.0563
17 C 0.474829 1.666259 -0.117030  -0.0666
18 H 0.760479 2.879214 1.778473  0.0062
19 C -0.729597 1.229654 -0.781144  0.0512
20 C -1.851787 1.682913 -0.007847  0.1743
21 H -2.890976 1.511794 -0.251477  0.0265
22 H -1.946410 2.870874 1.903555  0.0169
23 H 1.467648 1.546059 -0.531265  0.0087
24 H -0.755862 0.732304 -1.741310  0.0099
25 C -0.150838 -1.863258 1.720470  0.1375
26 C 0.339098 -1.028488 2.805549  0.0211
27 C 1.398824 -0.201867 2.293955  0.0041
28 H 0.013229 -1.046011 3.836376  0.0053
29 C 1.549521 -0.490165 0.893504  0.0013
30 C 0.581738 -1.498292 0.521910  -0.0307
31 H 0.441353 -1.914837 -0.467189  0.0084
32 H -0.925753 -2.604289 1.795585  0.0278
33 H 1.980737 0.499064 2.887938  0.0036
34 H 2.316502 -0.100901 0.234915  -0.0045
35 Re -0.415482 0.261377 1.210679  2.2335
36 C -3.914796 1.780733 4.920946  -0.0029
37 N -3.290099 0.489019 4.569171  0.0760
38 C -3.370675 -0.596509 5.568733  -0.0034
39 C -2.554264 0.363033 3.513305  0.0708
40 N -2.023318 0.166897 2.480255  0.0255
41 H -4.445410 1.616611 5.863776  -0.0002
42 H -4.624709 2.087613 4.136849  0.0023
43 H -3.147929 2.561396 5.051715  0.0027
44 H -3.788034 -1.501959 5.103532  0.0020
45 H -2.374000 -0.817247 5.980997  0.0027
46 H -4.034126 -0.237744 6.363326  0.0001

Cartesian forces (eV/Å) of the 6 atoms listed first:
0.7 -0.3 -1.4
-0.5 0.2 0.4
0.0 0.3 0.6
-0.2 -0.2 0.6
0.1 0.0 -0.2
-0.2 -0.1 0.1